Entry 1:
ORCA calculation (ωB97M-V/def2-TZVPD) on a structure of composition C34H36F2N5NaO3P in a non-equilibrium geometry.

```
! wB97M-V def2-TZVPD RIJCOSX def2/J DEFGRID3
* xyz -1 1
C -0.22 1.24 3.87
C 2.66 1.87 0.10
H -2.08 0.65 -5.46
H 4.50 2.77 -2.62
H -3.69 -1.24 0.47
F -2.16 2.99 0.13
H -2.92 -1.89 -4.00
N -1.14 0.71 3.05
Na -0.34 0.78 0.49
H 1.34 4.24 2.16
H -3.66 -1.29 -5.50
H 0.36 1.97 7.17
C 1.90 3.82 1.34
C -0.42 1.31 5.28
H 0.33 2.80 -1.13
C -2.77 -5.14 0.51
P -1.19 -0.07 -2.12
H 0.27 2.26 -4.13
C -2.27 0.28 3.55
H -2.09 -0.75 0.78
H -1.09 -6.46 0.67
C 3.29 2.75 -0.83
C 0.55 1.91 6.11
O 0.08 0.89 -1.82
H 1.43 -3.50 -3.84
C 3.41 0.02 -1.01
H -1.79 0.81 6.86
H 1.27 -5.62 0.79
C 0.51 -3.14 -3.37
F -3.13 1.76 -1.46
H 1.73 2.55 -3.17
C 1.92 2.42 1.22
H 2.83 2.75 3.77
H 2.81 -3.65 0.91
H 3.63 4.79 -1.41
C 1.73 -3.53 0.90
C 2.49 4.65 0.40
C 1.18 -2.23 0.94
H 4.64 0.29 -2.76
C 0.76 -1.84 -2.61
H -4.27 -3.61 0.38
C 0.99 1.78 3.29
O -0.42 -1.48 -1.92
C -0.07 2.30 -2.01
N -0.10 -2.00 0.91
H -3.77 1.88 0.43
C 3.18 4.14 -0.68
C 4.08 0.78 -1.97
C 1.91 2.37 4.17
H 1.81 -1.36 1.00
H 2.41 5.72 0.53
C -1.44 -5.44 0.66
H -3.52 -0.07 5.28
C -0.95 -3.04 0.81
C -2.77 1.71 -0.04
H 1.55 -1.99 -1.87
H 1.06 -1.04 -3.29
N -2.78 -1.49 0.83
H 0.15 -3.89 -2.68
C -2.35 -2.76 0.70
C 0.67 2.77 -3.26
C -3.22 -3.82 0.51
N 2.73 0.54 -0.02
H 3.45 -1.06 -1.04
H -2.99 -0.08 2.84
C 0.89 -4.60 0.83
C -2.56 0.30 4.93
H -3.10 0.59 -4.00
H -1.97 -1.82 -5.49
H 2.44 2.88 6.18
N 1.22 1.59 1.99
C 4.01 2.15 -1.89
H -0.24 -2.98 -4.14
C 1.69 2.42 5.54
C -2.30 0.08 -4.55
C -1.62 0.79 5.79
O -1.12 0.09 -3.79
H -1.12 2.55 -2.11
C -0.50 -4.39 0.78
C -2.75 -1.33 -4.91
H -3.49 -5.94 0.40
H 0.53 3.84 -3.37
*
```

calculated total energy	-68579.2581	eV
HOMO level	-0.129	Eh
relative energy (zero: lowest compared OMol25 entry of this formula, charge and spin)	73.64	kJ/mol
Kohn-Sham gap	5.729	eV

---

Entry 2:
ORCA calculation (ωB97M-V/def2-TZVPD) on a cluster of 6 separate species, C22H52NO7S in total in a non-equilibrium geometry.

```
! wB97M-V def2-TZVPD RIJCOSX def2/J DEFGRID3
* xyz 1 1
H -5.46 -2.83 -4.25
H 6.89 -3.09 3.69
H 8.24 -5.72 -1.43
C -7.04 -2.36 -2.85
C 0.01 4.79 1.03
H -3.05 1.29 -0.24
H 8.93 -5.29 -2.99
H 7.39 -4.04 5.96
C 6.36 -3.97 4.05
C 6.35 -2.51 0.57
C -1.77 1.19 2.51
C 2.66 1.28 0.37
H -3.71 4.23 1.72
H -2.17 5.29 3.04
H -7.34 -0.59 1.56
H -1.97 3.67 3.65
H 7.21 -2.05 0.10
H 2.01 2.67 1.94
H 4.91 -1.75 -0.84
H -7.11 -3.36 -2.43
C 1.51 4.77 0.71
H -2.40 3.82 0.66
H -7.51 4.25 -4.40
H 2.09 0.80 -0.42
H 8.14 -5.02 4.68
S -3.20 1.99 2.07
H 2.13 5.03 1.58
H 3.62 1.59 0.01
H -8.01 3.00 -3.26
H 6.53 -2.50 1.65
H -5.16 3.37 -4.31
O -5.98 -0.63 -0.40
H -6.30 1.37 -2.67
H 7.68 -3.19 -2.82
C 5.09 -1.74 0.24
H 7.96 -6.76 -2.83
O 6.11 -4.81 2.93
C -6.00 2.75 -4.00
O 1.96 3.59 0.09
H 6.67 -5.58 5.46
H -5.59 2.38 0.69
H -8.06 0.64 0.82
O -6.37 -1.07 -4.79
O 5.17 -0.38 0.69
C -3.76 1.14 0.57
C -6.46 -2.38 -4.25
H 0.13 4.96 3.14
O 6.92 -3.58 -2.38
H 5.93 0.02 0.25
O -5.55 1.93 -2.92
H -6.41 -1.75 -2.19
C -1.85 4.29 2.77
H 1.67 5.56 -0.02
H 5.94 -5.35 -2.32
H 2.76 0.57 1.19
H 6.61 -4.93 -3.90
C 1.82 2.44 0.88
H 0.01 -0.06 3.10
H 6.27 -3.54 0.24
H 5.64 -5.58 3.24
H -6.28 2.12 -4.85
C -0.35 4.28 2.43
C 7.19 -4.69 5.10
C -2.76 3.70 1.67
H 0.76 2.13 0.83
H -0.30 5.83 0.98
H -0.48 4.25 0.22
H -5.20 1.73 -0.88
C -7.17 3.62 -3.58
C 6.80 -4.93 -2.83
H 5.41 -3.64 4.47
H -5.80 -0.55 -4.22
H 0.05 3.30 2.66
C -5.20 1.50 0.19
H -6.90 4.25 -2.74
H 4.22 -2.19 0.73
N -7.19 0.37 1.28
C -6.13 0.32 0.32
C -0.77 0.58 2.76
C 8.05 -5.72 -2.50
H -3.72 0.08 0.79
H -8.03 -1.90 -2.85
H -7.09 -2.97 -4.91
*
```

calculated total energy	-50303.8551	eV
HOMO level	-0.422	Eh
Kohn-Sham gap	8.300	eV